(1)
The following is a quantum chemistry calculation of a 2-piece molecular cluster, C3H5BrF2 overall in a non-equilibrium geometry, from OMol25.

energy above the lowest of the compared OMol25 structures with the same formula, charge and spin: 418.7 kJ/mol
molecular weight: 159.0 g/mol
strongest force on any atom: 5.54 eV/A
E_HOMO (alpha / beta): -7.8 / -9.3 eV
Kohn-Sham gap (alpha / beta): 7.9235 / 9.6077 eV

Geometry (Å):
C  0.05  0.75  -0.14
C  1.01  -0.07  0.65
C  -0.57  -2.38  -0.38
F  -1.79  -1.78  0.01
F  -0.29  -3.47  0.31
Br  2.67  -0.42  -0.10
H  -0.89  0.31  -0.08
H  0.28  1.05  -1.09
H  -0.14  1.76  0.49
H  1.00  -0.61  1.62
H  -0.38  -2.65  -1.36

Taken from the natural (NBO) analysis, the atomic charges in e are: -0.684, -0.271, 0.573, -0.359, -0.326, 0.045, 0.238, 0.230, 0.212, 0.224, 0.117

---

(2)
The following is a quantum chemistry calculation of an isolated ion of composition C3H8N3 and charge +1 in a non-equilibrium geometry, from OMol25.

total charge: +1
energy above the lowest of the compared OMol25 structures with the same formula, charge and spin: 176.4 kJ/mol
molecular weight: 86.1 g/mol
strongest force on any atom: 4.20 eV/A
E_HOMO: -14.6 eV
Kohn-Sham gap: 11.1454 eV
SMILES string: N[C@H]1CNC=[NH+]1

Geometry (Å):
N  0.12  -0.37  1.89
C  0.47  -0.51  0.48
C  -0.73  -0.71  -0.50
N  -0.74  0.46  -1.38
C  0.24  1.28  -1.03
N  1.03  0.77  -0.16
H  0.67  -1.05  2.37
H  -0.89  -0.45  2.06
H  1.32  -1.44  0.12
H  -0.60  -1.78  -0.96
H  -1.63  -0.70  -0.05
H  -1.49  0.90  -1.86
H  0.57  2.24  -1.36
H  1.66  1.37  0.38

Taken from the natural (NBO) analysis, the atomic charges in e are: -0.825, 0.106, -0.252, -0.516, 0.374, -0.519, 0.398, 0.396, 0.234, 0.251, 0.214, 0.443, 0.253, 0.443

---

(3)
The following is a quantum chemistry calculation of C20H28CaNO2 as an isolated structure in a non-equilibrium geometry, from OMol25.

total charge: -1
energy above the lowest of the compared OMol25 structures with the same formula, charge and spin: 12.6 kJ/mol
molecular weight: 354.5 g/mol
strongest force on any atom: 3.85 eV/A
E_HOMO (alpha / beta): -0.8 / -0.4 eV
Kohn-Sham gap (alpha / beta): 3.4441 / 3.0788 eV

Geometry (Å):
O  -0.27  1.98  -1.10
C  0.55  2.96  -1.81
C  -0.66  3.82  -2.18
H  1.10  2.50  -2.64
H  1.24  3.47  -1.12
C  -1.44  2.84  -1.23
H  -0.94  3.74  -3.23
H  -0.59  4.86  -1.86
C  -2.61  2.11  -1.85
H  -2.34  1.64  -2.80
H  -3.46  2.79  -2.02
H  -2.93  1.32  -1.16
C  -1.83  3.41  0.13
H  -0.98  3.90  0.63
H  -2.16  2.57  0.76
H  -2.66  4.12  0.02
Ca  0.93  -2.32  1.16
C  1.54  0.62  2.74
C  2.36  -0.52  2.55
C  2.85  -0.48  1.20
H  2.71  -1.21  3.32
C  2.33  0.70  0.59
C  1.58  1.41  1.57
H  1.16  2.41  1.45
H  0.99  0.86  3.66
H  3.60  -1.16  0.78
H  2.56  1.06  -0.41
C  -1.19  -1.39  3.11
C  -1.85  -0.30  2.47
C  -2.37  -0.76  1.25
H  -1.96  0.69  2.91
C  -2.01  -2.14  1.09
C  -1.30  -2.54  2.25
H  -0.98  -3.56  2.53
H  -0.15  -1.63  6.53
H  -3.04  -0.20  0.59
H  -2.37  -2.80  0.30
O  1.13  -2.03  -0.86
C  0.30  -1.43  -1.96
C  0.76  -2.10  -3.24
H  0.45  -0.35  -1.95
H  -0.75  -1.65  -1.71
C  1.65  -3.28  -2.83
H  1.33  -1.39  -3.84
H  -0.11  -2.44  -3.83
C  2.10  -3.02  -1.40
H  2.49  -3.40  -3.54
H  1.06  -4.20  -2.86
H  3.12  -2.59  -1.33
H  2.03  -3.94  -0.79
N  -0.34  -1.52  5.55
C  -0.63  -1.43  4.41

Taken from the natural (NBO) analysis, the atomic charges in e are: -0.531, -0.061, -0.462, 0.172, 0.180, 0.274, 0.200, 0.203, -0.628, 0.206, 0.202, 0.229, -0.634, 0.216, 0.237, 0.196, 1.039, -0.319, -0.490, -0.480, 0.212, -0.350, -0.315, 0.188, 0.200, 0.199, 0.186, -0.287, -0.317, -0.317, 0.200, -0.415, -0.547, 0.219, 0.427, 0.190, 0.207, -0.684, -0.073, -0.433, 0.225, 0.204, -0.439, 0.201, 0.214, -0.135, 0.214, 0.211, 0.193, 0.179, -0.731, 0.424

---

Repeat the second record exactly.
The following is a quantum chemistry calculation of an isolated ion of composition C3H8N3 and charge +1 in a non-equilibrium geometry, from OMol25.

total charge: +1
energy above the lowest of the compared OMol25 structures with the same formula, charge and spin: 176.4 kJ/mol
molecular weight: 86.1 g/mol
strongest force on any atom: 4.20 eV/A
E_HOMO: -14.6 eV
Kohn-Sham gap: 11.1454 eV
SMILES string: N[C@H]1CNC=[NH+]1

Geometry (Å):
N  0.12  -0.37  1.89
C  0.47  -0.51  0.48
C  -0.73  -0.71  -0.50
N  -0.74  0.46  -1.38
C  0.24  1.28  -1.03
N  1.03  0.77  -0.16
H  0.67  -1.05  2.37
H  -0.89  -0.45  2.06
H  1.32  -1.44  0.12
H  -0.60  -1.78  -0.96
H  -1.63  -0.70  -0.05
H  -1.49  0.90  -1.86
H  0.57  2.24  -1.36
H  1.66  1.37  0.38

Taken from the natural (NBO) analysis, the atomic charges in e are: -0.825, 0.106, -0.252, -0.516, 0.374, -0.519, 0.398, 0.396, 0.234, 0.251, 0.214, 0.443, 0.253, 0.443